1.
The following is a DFT calculation (the ωB97M-V functional and the def2-TZVPD basis) of C40H42Cl2FN6O6Rh as an isolated structure.

Output
* total charge: +2
* 2S+1: 5
* gap between HOMO and LUMO (spin up / spin down): 4.01 / 4.46 eV
* energy relative to the best compared isomer or geometry (same formula, charge and spin): 30.8 kcal per mole
* ⟨S²⟩: 6.05

Cartesian coordinates (Å):
Rh (-1.14317, -2.59906, 0.39374)
Cl (4.27877, -2.67314, 2.84154)
C (4.80592, -4.08197, 3.85986)
Cl (5.92406, -5.22287, 3.13481)
H (3.91879, -4.61003, 4.06650)
H (5.25841, -3.57017, 4.66517)
F (0.98968, 3.46280, -0.00569)
C (0.94914, 2.69634, 1.15795)
C (0.82449, 1.33264, 0.91579)
C (0.87210, 0.45234, 2.05112)
C (0.55839, -0.92306, 1.90387)
O (0.50819, -1.48135, 0.73978)
C (0.41530, -1.72381, 3.12046)
C (0.86036, -1.18048, 4.26401)
N (1.18198, 0.25200, 4.44913)
C (1.94672, 0.64666, 5.50748)
C (2.74537, -0.29643, 6.37172)
C (1.47071, 0.31838, 6.88478)
C (1.05217, 1.06317, 3.30137)
C (0.98642, 2.49556, 3.50776)
C (0.88959, 3.35815, 2.40255)
N (0.70593, 4.74176, 2.46663)
C (-0.51496, 5.22208, 1.84849)
C (-0.75512, 6.75509, 1.99690)
N (0.56344, 7.47140, 2.37843)
C (1.74438, 6.88370, 1.66021)
C (1.97549, 5.52382, 2.29071)
C (-0.27510, -3.09114, 3.10571)
O (-0.12661, -3.94565, 3.99912)
O (-1.15085, -3.22617, 2.14758)
H (0.94563, 0.87955, -0.05712)
H (0.94911, -1.75793, 5.18394)
H (2.44438, 1.65776, 5.41296)
H (3.60445, 0.16509, 6.92669)
H (2.88573, -1.29904, 5.89670)
H (1.64486, 1.12959, 7.59792)
H (0.65422, -0.32671, 7.08763)
H (0.92879, 2.81303, 4.51566)
H (-1.31578, 4.65638, 2.33182)
H (-0.47047, 4.99497, 0.77132)
H (-1.42316, 6.99795, 2.82600)
H (-1.12274, 7.21455, 1.10545)
H (0.78846, 7.46201, 3.38638)
H (0.36581, 8.44791, 2.09165)
H (2.58067, 7.60217, 1.71779)
H (1.45192, 6.80882, 0.63071)
H (2.43740, 5.62331, 3.32453)
H (2.74228, 4.88814, 1.73571)
C (-1.96206, -2.94394, -7.03992)
O (-1.37006, -2.57451, -5.83292)
C (-1.03649, -1.26193, -5.72382)
C (-1.20241, -0.32315, -6.83759)
C (-0.61533, 0.86520, -6.79163)
C (0.01846, 1.28635, -5.62311)
C (0.25084, 0.41385, -4.54734)
C (-0.28536, -0.92421, -4.62098)
N (-0.14491, -1.83534, -3.53863)
C (-0.87395, -1.72937, -2.35225)
N (-1.27292, -0.48049, -1.95935)
C (-2.19814, -0.16491, -0.95015)
C (-2.46787, -1.02956, 0.14827)
C (-3.55304, -0.69265, 0.97304)
C (-4.31940, 0.41842, 0.73094)
C (-4.04487, 1.38014, -0.25710)
C (-2.94546, 1.04363, -1.15033)
O (-2.53219, 1.77306, -2.23304)
C (-3.31035, 3.00464, -2.50918)
N (-0.94258, -2.75966, -1.53502)
C (-0.70523, -4.04480, -2.07783)
C (-1.59085, -4.52545, -3.07819)
C (-1.33254, -5.85073, -3.52093)
C (-0.35667, -6.67132, -2.93797)
C (0.40790, -6.20057, -1.87940)
C (0.38885, -4.82097, -1.58835)
O (1.17068, -4.31784, -0.63358)
C (2.56824, -4.54712, -0.57905)
H (-2.10768, -4.00711, -7.00884)
H (-1.20011, -2.76832, -7.85598)
H (-2.89053, -2.41577, -7.22153)
H (-1.77182, -0.74346, -7.64103)
H (-0.76392, 1.54854, -7.61126)
H (0.25941, 2.33971, -5.52078)
H (0.88508, 0.74542, -3.74451)
H (0.00040, -2.79806, -3.82341)
H (-1.07541, 0.31554, -2.62440)
H (-3.71133, -1.24706, 1.88571)
H (-5.23013, 0.59290, 1.31779)
H (-4.65426, 2.27892, -0.36565)
H (-2.59855, 3.77308, -2.73632)
H (-3.80443, 3.38694, -1.60774)
H (-3.99065, 2.88490, -3.36237)
H (-2.31621, -3.83770, -3.52377)
H (-1.99901, -6.29154, -4.26159)
H (-0.22321, -7.66833, -3.33057)
H (1.03366, -6.95488, -1.28259)
H (3.04461, -3.57956, -0.41571)
H (3.07934, -4.87142, -1.54732)
H (2.74091, -5.17762, 0.31405)

Löwdin population analysis, charges in e, atoms 1 to 2:
1 Rh 1.4155
2 Cl 0.4624

2.
The following is a DFT calculation (the ωB97M-V functional and the def2-TZVPD basis) of a 8-piece molecular cluster, C29H84F3N7O10S overall.

Output
* total charge: +6
* gap between HOMO and LUMO: 8.23 eV
* energy relative to the best compared isomer or geometry (same formula, charge and spin): 8.6 kcal per mole

Cartesian coordinates (Å):
C (3.49616, 3.90224, -4.91496)
C (3.25639, 2.86875, -3.82689)
C (4.57205, 2.24181, -3.35309)
O (4.29695, 1.42648, -2.19615)
C (5.36719, 0.92831, -1.44693)
N (2.57470, 3.54147, -2.63316)
H (1.68971, 3.92700, -2.93024)
H (2.29453, 2.99410, -1.83192)
H (3.18447, 4.31766, -2.41912)
H (4.14320, 3.54532, -5.71624)
H (3.86339, 4.83574, -4.48856)
H (2.54836, 4.19154, -5.36892)
H (2.60923, 2.10156, -4.25201)
H (5.30877, 3.02868, -3.19128)
H (5.00365, 1.66410, -4.17045)
H (5.61220, 1.73911, -0.76087)
H (6.28186, 0.75708, -2.01453)
H (5.03080, 0.01243, -0.96103)
C (6.69085, -3.53121, 4.25221)
C (5.80638, -3.43600, 3.04222)
C (5.34498, -4.73674, 2.41014)
O (4.05990, -4.66225, 1.73683)
C (3.48693, -5.90290, 1.36295)
N (4.55064, -2.65552, 3.47300)
H (4.78525, -2.04889, 4.24569)
H (4.02915, -2.13769, 2.78019)
H (3.96298, -3.37483, 3.86969)
H (6.29776, -4.10533, 5.09123)
H (6.88692, -2.53223, 4.64170)
H (7.55686, -4.13425, 3.97932)
H (6.07134, -2.72000, 2.26424)
H (5.26913, -5.55691, 3.12405)
H (6.12268, -5.11958, 1.74929)
H (2.44269, -5.74268, 1.09465)
H (3.53442, -6.60240, 2.19754)
H (3.89902, -6.20986, 0.40168)
C (-1.82932, 2.22369, 6.26415)
C (-0.29578, 2.36993, 6.51016)
C (0.14124, 3.81208, 6.95067)
O (1.47460, 3.87334, 7.17317)
C (1.82462, 5.11679, 7.66253)
N (0.15055, 1.40120, 7.58195)
H (0.11236, 0.50151, 7.12459)
H (1.07941, 1.54538, 7.95147)
H (-0.56033, 1.40474, 8.29940)
H (-1.96783, 2.83495, 5.37237)
H (-2.33543, 2.65262, 7.12901)
H (-2.08987, 1.17714, 6.10626)
H (0.23880, 2.00675, 5.63242)
H (-0.21778, 4.03190, 7.95610)
H (-0.18812, 4.60958, 6.28462)
H (1.52607, 6.04263, 7.17082)
H (2.90946, 5.02851, 7.72107)
H (1.56544, 5.25955, 8.71159)
C (-4.01637, 5.22966, 2.29794)
C (-2.97846, 5.15859, 1.17176)
C (-1.55926, 5.55394, 1.51789)
O (-0.99866, 4.61684, 2.38784)
C (0.38954, 4.71069, 2.49596)
N (-3.01419, 3.79114, 0.57926)
H (-2.74727, 3.76563, -0.39449)
H (-2.35095, 3.17666, 1.02942)
H (-3.95074, 3.45318, 0.40973)
H (-4.23810, 6.11122, 2.89943)
H (-3.65010, 4.64465, 3.14157)
H (-4.98552, 4.82915, 2.00057)
H (-3.35039, 5.83546, 0.40260)
H (-1.74432, 6.45245, 2.10655)
H (-0.81017, 5.72714, 0.74526)
H (0.76983, 3.78611, 2.93026)
H (0.78090, 5.46640, 3.17701)
H (0.85934, 4.74026, 1.51284)
C (-5.09725, 3.07615, -8.47046)
C (-5.47502, 2.75167, -6.99483)
C (-4.28736, 2.49636, -6.05679)
O (-3.69342, 1.38344, -6.52230)
C (-2.57249, 0.94363, -5.82061)
N (-6.37219, 3.84776, -6.40927)
H (-6.52903, 3.52182, -5.46626)
H (-5.91220, 4.73397, -6.25713)
H (-7.23645, 3.96740, -6.91802)
H (-5.95119, 3.26022, -9.12238)
H (-4.59668, 2.20516, -8.89342)
H (-4.42252, 3.92560, -8.57659)
H (-6.18205, 1.92238, -7.01691)
H (-4.56038, 2.47781, -5.00170)
H (-3.60947, 3.34417, -6.15567)
H (-1.61856, 1.33350, -6.17574)
H (-2.44129, -0.13093, -5.94795)
H (-2.68739, 1.10136, -4.74823)
C (5.45541, -5.16121, -3.93971)
C (4.21536, -5.68831, -4.67358)
C (2.85133, -5.01343, -4.14901)
O (1.81619, -5.68357, -4.76801)
C (0.46236, -5.32609, -4.27158)
N (4.47159, -5.58447, -6.23166)
H (5.45930, -5.46066, -6.40253)
H (4.12979, -6.35469, -6.78847)
H (4.12009, -4.76990, -6.71438)
H (5.37115, -5.23891, -2.85575)
H (5.55967, -4.09233, -4.12610)
H (6.32835, -5.74145, -4.23872)
H (4.09557, -6.76411, -4.54553)
H (2.86019, -3.97854, -4.49105)
H (2.78665, -4.98525, -3.06130)
H (0.32034, -5.39680, -3.19319)
H (-0.20126, -6.14176, -4.55859)
H (0.13568, -4.37888, -4.70074)
C (-5.45020, -2.75748, 4.49147)
C (-5.35079, -2.31478, 3.08074)
C (-5.05423, -3.51993, 2.11091)
O (-6.18066, -4.40946, 1.99997)
C (-6.03800, -5.43964, 1.03439)
N (-6.71734, -1.82065, 2.71154)
H (-6.84978, -0.88966, 3.08007)
H (-6.89344, -1.78360, 1.71770)
H (-7.38635, -2.45433, 3.12503)
H (-4.51928, -3.25542, 4.76269)
H (-6.24786, -3.44288, 4.77795)
H (-5.48139, -1.88773, 5.14771)
H (-4.80856, -1.38980, 2.88449)
H (-4.16408, -4.07980, 2.39774)
H (-4.88797, -3.10512, 1.11673)
H (-6.18994, -4.91140, 0.09313)
H (-6.81077, -6.20676, 1.08383)
H (-5.09182, -5.97150, 1.13429)
C (0.07734, -1.69141, 0.08524)
F (-0.80432, -1.69322, -0.88839)
F (-0.20097, -2.64498, 0.95130)
F (1.28539, -1.91357, -0.50257)
S (0.20752, 0.08362, 1.01227)
O (-1.04890, 0.26289, 1.73057)
O (1.37758, -0.03705, 1.88659)
O (0.36168, 1.11708, -0.01552)

Löwdin population analysis, charges in e, atoms 1 to 2:
1 C -0.0260
2 C -0.2991

3.
The following is a DFT calculation (the ωB97M-V functional and the def2-TZVPD basis) of C20H28Br27N2O4S as an isolated structure.

Output
* total charge: +1
* gap between HOMO and LUMO: 8.61 eV

Cartesian coordinates (Å):
C (3.77225, 5.54799, 4.38370)
C (3.43937, 4.84049, 3.47731)
C (3.05528, 3.99426, 2.35647)
C (2.90698, 2.50382, 2.68127)
C (4.03538, 1.90193, 3.51917)
C (5.43652, 2.36606, 3.11645)
C (5.70223, 2.08796, 1.62155)
S (6.38131, 3.47746, 0.70712)
O (7.39382, 2.95745, -0.17309)
O (5.35163, 4.19818, 0.02019)
O (7.08895, 4.45472, 1.72906)
O (2.71711, 1.76797, 1.48934)
C (1.55103, 2.15725, 0.79818)
C (1.47087, 3.64360, 0.48664)
N (1.82670, 4.51452, 1.67192)
C (0.63138, 4.66336, 2.56546)
C (-0.02250, 6.02503, 2.33439)
N (-0.96501, 6.46226, 3.04034)
H (4.07790, 6.36407, 5.00066)
H (3.85882, 4.07625, 1.61274)
H (1.97290, 2.39650, 3.26399)
H (3.82487, 2.04113, 4.57887)
H (3.98333, 0.82347, 3.34227)
H (6.15972, 1.79403, 3.70191)
H (5.64530, 3.41081, 3.34600)
H (4.83176, 1.73610, 1.07832)
H (6.46391, 1.31588, 1.51774)
H (7.86605, 4.03150, 2.12836)
H (1.55943, 1.63003, -0.15789)
H (0.67411, 1.77530, 1.34088)
H (0.44672, 3.85799, 0.17761)
H (2.09911, 3.93699, -0.35618)
H (2.07519, 5.41699, 1.26234)
H (0.88618, 4.54937, 3.61761)
H (-0.11703, 3.90973, 2.32593)
H (0.36086, 6.66039, 1.52873)
H (-1.23000, 5.80045, 3.77370)
C (-2.21454, 0.66673, 3.45252)
Br (-2.82977, -0.43976, 4.89358)
Br (-2.02216, 2.50367, 4.01543)
Br (-0.59457, -0.03071, 2.66971)
H (-2.97321, 0.64947, 2.68232)
C (-6.28944, -0.57760, 0.94196)
Br (-6.29349, 1.26821, 0.39178)
Br (-5.11112, -0.86868, 2.43824)
Br (-8.05523, -1.22243, 1.31881)
H (-5.90349, -1.15750, 0.11407)
C (-5.24188, -5.30435, 1.67441)
Br (-6.14610, -4.17527, 0.39807)
Br (-3.68926, -4.45513, 2.44019)
Br (-6.44794, -5.93281, 3.03432)
H (-4.88861, -6.17136, 1.13396)
C (4.63582, 0.78545, -2.88927)
Br (5.53469, 1.85428, -1.56103)
Br (3.21980, -0.28310, -2.10900)
Br (3.97950, 1.85529, -4.34487)
H (5.36076, 0.09681, -3.30136)
C (-7.81893, -4.02886, -3.54426)
Br (-7.24670, -5.79280, -3.03789)
Br (-9.47326, -4.07389, -4.51384)
Br (-7.91977, -2.85915, -2.01234)
H (-7.06785, -3.62428, -4.20726)
C (4.49120, 0.25509, -8.28163)
Br (4.85106, -0.41597, -10.04548)
Br (2.67498, 0.86985, -8.10753)
Br (4.93159, -1.03974, -6.92654)
H (5.13329, 1.10995, -8.12571)
C (-8.59560, -9.40174, -0.79380)
Br (-7.88797, -8.13027, 0.47185)
Br (-9.82349, -10.62260, 0.04067)
Br (-9.38629, -8.51572, -2.30778)
H (-7.76420, -9.98501, -1.16217)
C (7.21378, -2.22465, 1.23207)
Br (7.45876, -4.08499, 1.63298)
Br (5.60525, -1.92039, 0.21640)
Br (7.26720, -1.15227, 2.83910)
H (8.04598, -1.91487, 0.61606)
C (-9.07841, -6.97389, -8.08872)
Br (-9.42768, -7.43241, -6.25174)
Br (-10.42596, -7.68017, -9.26394)
Br (-8.85760, -5.07537, -8.32161)
H (-8.14159, -7.43837, -8.35982)

Löwdin population analysis, charges in e, atoms 1 to 2:
1 C 0.1960
2 C -0.0649